C30H39IrN7O4S as an isolated structure, computed with the ωB97M-V functional and the def2-TZVPD basis.

Each line ends with the Löwdin charge.
Element x y z (Å)
1 Ir -5.84 -15.62 13.31  1.51
2 C -4.49 -13.29 16.75  -0.10
3 C -5.92 -13.20 15.90  -0.18
4 C -6.92 -14.29 16.04  -0.32
5 N -7.15 -15.05 14.84  -0.15
6 C -8.31 -15.98 14.73  -0.17
7 C -9.13 -15.97 15.93  0.04
8 C -10.55 -16.18 15.82  -0.06
9 C -11.31 -16.75 14.84  -0.07
10 C -10.81 -17.39 13.65  -0.06
11 C -9.60 -17.29 13.16  0.00
12 C -8.50 -16.43 13.49  -0.29
13 N -7.60 -15.96 12.60  -0.16
14 C -7.83 -16.35 11.11  -0.11
15 C -6.58 -15.95 10.13  -0.11
16 C -5.35 -16.76 10.47  -0.27
17 N -4.84 -16.48 11.76  -0.12
18 C -3.37 -16.59 12.06  -0.15
19 C -2.45 -17.11 10.97  0.05
20 C -0.89 -17.05 11.12  -0.07
21 C 0.01 -16.81 12.10  -0.08
22 C -0.49 -16.11 13.35  -0.08
23 C -1.66 -15.99 13.93  -0.06
24 C -3.00 -16.30 13.41  -0.17
25 N -4.00 -15.80 14.34  -0.17
26 C -3.77 -15.72 15.69  -0.30
27 C -3.31 -14.29 16.19  -0.12
28 H -4.16 -12.29 16.84  0.06
29 H -4.75 -13.55 17.79  0.10
30 H -6.42 -12.33 16.35  0.11
31 H -5.79 -12.96 14.83  0.07
32 H -6.62 -14.79 17.02  0.14
33 H -7.93 -13.99 16.28  0.09
34 H -8.92 -15.55 16.87  0.09
35 H -11.12 -16.31 16.78  0.13
36 H -12.30 -17.31 15.02  0.14
37 H -11.58 -17.85 13.09  0.11
38 H -9.32 -17.66 12.19  0.10
39 H -7.81 -17.38 10.96  0.08
40 H -8.88 -16.18 10.88  0.12
41 H -6.93 -16.33 9.17  0.12
42 H -6.12 -15.00 10.12  0.08
43 H -5.49 -17.83 10.31  0.14
44 H -4.53 -16.66 9.84  0.08
45 H -2.79 -17.13 10.00  0.04
46 H -0.50 -17.53 10.13  0.13
47 H 1.06 -16.57 11.96  0.10
48 H 0.45 -15.98 13.98  0.12
49 H -1.71 -15.40 14.91  0.11
50 H -4.39 -16.20 16.41  0.11
51 H -2.84 -16.18 15.93  0.08
52 H -2.48 -14.35 16.88  0.10
53 H -2.91 -13.76 15.36  0.08
54 C -3.93 -8.01 15.82  -0.10
55 C -5.16 -7.93 14.95  -0.28
56 S -5.03 -9.27 13.74  0.65
57 O -4.56 -10.42 14.46  -0.31
58 O -4.26 -8.93 12.56  -0.29
59 C -6.71 -9.47 13.16  -0.20
60 C -6.87 -10.14 11.77  -0.10
61 N -6.15 -11.41 11.63  0.07
62 C -6.55 -12.54 12.29  -0.31
63 N -5.59 -13.44 12.28  0.04
64 C -4.58 -12.92 11.51  -0.01
65 C -4.97 -11.71 11.07  -0.16
66 N -4.32 -10.86 10.08  -0.34
67 O -4.92 -9.88 9.74  0.11
68 O -3.24 -11.23 9.73  0.13
69 C -7.88 -12.63 12.92  0.03
70 H -3.75 -7.07 16.27  0.07
71 H -3.08 -8.17 15.24  0.06
72 H -4.07 -8.85 16.51  0.09
73 H -5.26 -7.02 14.34  0.11
74 H -6.12 -8.07 15.42  0.10
75 H -7.14 -8.48 13.08  0.11
76 H -7.19 -10.12 13.92  0.11
77 H -6.36 -9.50 11.08  0.09
78 H -7.95 -10.24 11.58  0.14
79 H -3.66 -13.47 11.26  0.15
80 H -8.38 -13.41 12.37  0.09
81 H -8.51 -11.78 12.80  0.08
82 H -7.80 -12.91 13.91  0.04

Its expectation value of S² is 6.1526. For the HOMO energy (spin up / spin down), the calculation gives -8.6844 / -10.2293 eV. As for the multiplicity: 5. The LUMO energy (spin up / spin down) comes out at -3.538 / -4.531 eV. The value obtained for the energy relative to the best compared isomer or geometry (same formula, charge and spin) is 42.2 kcal per mole. The total energy is -64017.9713 eV. Its charge is +1.

C30H39MnN3OS as an isolated structure, computed with the ωB97M-V functional and the def2-TZVPD basis.

Each line ends with the Löwdin charge.
Element x y z (Å)
1 Mn -1.18 -0.68 0.02  0.54
2 N -0.78 -1.22 3.89  0.07
3 N -2.63 1.66 0.38  0.03
4 C -0.38 -1.64 -1.65  -0.28
5 C -1.69 -1.09 -1.95  -0.28
6 C -2.64 -1.63 -1.00  -0.31
7 C -4.09 -1.29 -0.94  -0.04
8 H -4.31 -0.43 -1.59  0.07
9 H -4.39 -1.02 0.08  0.07
10 H -4.68 -2.14 -1.29  0.08
11 C -1.93 -2.59 -0.19  -0.30
12 C -2.54 -3.50 0.82  -0.05
13 H -2.75 -4.49 0.38  0.08
14 H -3.48 -3.07 1.17  0.07
15 H -1.88 -3.65 1.69  0.08
16 C -0.55 -2.60 -0.59  -0.30
17 C 0.46 -3.63 -0.16  -0.06
18 H 0.40 -3.78 0.92  0.04
19 H 1.48 -3.30 -0.43  0.06
20 H 0.30 -4.61 -0.63  0.09
21 C -2.06 -0.19 -3.08  -0.04
22 H -2.72 -0.69 -3.81  0.09
23 H -1.15 0.13 -3.59  0.05
24 H -2.62 0.67 -2.70  0.07
25 C 0.85 -1.52 -2.50  -0.03
26 H 1.77 -1.56 -1.91  0.07
27 H 0.85 -0.57 -3.04  0.06
28 H 0.90 -2.32 -3.26  0.08
29 C -0.29 -0.87 5.08  -0.19
30 H -0.01 -1.66 5.77  0.09
31 C -0.08 0.46 5.48  -0.11
32 H 0.40 0.63 6.45  0.08
33 C -0.44 1.48 4.61  -0.10
34 H -0.22 2.53 4.83  0.10
35 C -1.05 1.14 3.42  -0.06
36 H -1.36 1.88 2.67  0.10
37 C -1.18 -0.21 3.06  -0.38
38 C -1.77 -0.55 1.78  -0.13
39 H -2.82 -0.94 1.93  0.07
40 C -1.46 1.19 -0.04  -0.28
41 C -2.74 2.98 0.03  -0.17
42 H -3.58 3.57 0.29  0.07
43 C -1.60 3.37 -0.63  -0.12
44 H -1.28 4.34 -0.97  0.10
45 N -0.79 2.25 -0.70  -0.05
46 C 0.51 2.21 -1.31  -0.12
47 C 0.63 2.39 -2.70  -0.20
48 C 1.91 2.32 -3.26  -0.02
49 H 2.01 2.40 -4.34  0.11
50 C 3.05 2.16 -2.46  -0.29
51 C 4.41 2.08 -3.06  -0.07
52 H 4.94 1.18 -2.71  0.08
53 H 5.02 2.95 -2.76  0.08
54 H 4.32 2.07 -4.15  0.07
55 C 2.92 2.12 -1.07  -0.02
56 H 3.80 2.07 -0.43  0.12
57 C 1.65 2.20 -0.48  -0.18
58 C 1.50 2.30 1.00  -0.03
59 H 1.57 3.34 1.37  0.10
60 H 2.28 1.71 1.48  0.06
61 H 0.52 1.90 1.27  0.06
62 C -0.56 2.62 -3.58  -0.06
63 H -0.61 3.66 -3.94  0.09
64 H -1.49 2.41 -3.04  0.05
65 H -0.47 1.97 -4.46  0.08
66 C 3.27 -1.10 1.18  -0.24
67 S 1.54 -1.22 1.67  0.84
68 C 1.66 -2.64 2.77  -0.26
69 O 1.48 -0.10 2.67  -0.53
70 H 3.69 -2.04 0.77  0.05
71 H 3.78 -0.83 2.12  0.06
72 H 3.37 -0.30 0.43  0.03
73 H 2.20 -3.44 2.25  0.04
74 H 2.19 -2.29 3.67  0.07
75 H 0.63 -2.96 3.01  0.04

Its expectation value of S² is 6.0584. For the HOMO energy (spin up / spin down), the calculation gives -1.9963 / -2.8529 eV. As for the multiplicity: 5. The LUMO energy (spin up / spin down) comes out at 2.505 / 2.498 eV. The value obtained for the energy relative to the best compared isomer or geometry (same formula, charge and spin) is 0.0 kcal per mole. The total energy is -80412.7263 eV. Its charge is -1.

C30H39MnN3P2S5 as an isolated structure, computed with the ωB97M-V functional and the def2-TZVPD basis.

Each line ends with the Löwdin charge.
Element x y z (Å)
1 Mn 0.20 0.04 0.09  0.32
2 C -0.03 0.92 3.05  -0.06
3 N 0.26 -0.19 2.12  -0.27
4 C -0.59 -1.35 2.51  -0.11
5 C 1.66 -0.52 2.31  -0.25
6 C 2.12 -0.96 3.55  -0.01
7 C 3.46 -1.21 3.75  -0.05
8 C 4.35 -1.06 2.70  -0.05
9 C 3.90 -0.66 1.46  0.01
10 C 2.55 -0.33 1.23  -0.26
11 N 1.98 0.06 0.07  -0.18
12 C 2.51 0.11 -1.18  -0.27
13 C 3.87 0.36 -1.49  -0.01
14 C 4.33 0.28 -2.78  -0.04
15 C 3.47 -0.05 -3.81  -0.04
16 C 2.12 -0.21 -3.55  -0.01
17 C 1.63 -0.09 -2.26  -0.23
18 N 0.20 -0.11 -1.99  -0.27
19 C -0.41 -1.35 -2.52  -0.09
20 C -0.39 1.00 -2.76  -0.05
21 H -0.17 0.57 4.07  0.11
22 H -0.92 1.45 2.74  0.06
23 H 0.82 1.61 3.06  0.09
24 H -0.85 -1.32 3.57  0.11
25 H -0.06 -2.28 2.33  0.07
26 H -1.51 -1.36 1.93  0.01
27 H 1.43 -1.10 4.36  0.12
28 H 3.81 -1.52 4.73  0.12
29 H 5.40 -1.27 2.84  0.12
30 H 4.61 -0.62 0.65  0.10
31 H 4.54 0.69 -0.71  0.11
32 H 5.37 0.47 -2.99  0.12
33 H 3.84 -0.15 -4.82  0.12
34 H 1.45 -0.41 -4.37  0.12
35 H -0.67 -1.24 -3.58  0.11
36 H -1.31 -1.61 -1.96  0.05
37 H 0.29 -2.19 -2.45  0.07
38 H -0.26 0.85 -3.84  0.11
39 H 0.10 1.94 -2.51  0.07
40 H -1.45 1.08 -2.56  0.08
41 C -3.40 -0.32 -1.02  -0.23
42 P -2.19 0.53 0.06  0.93
43 C -3.28 0.58 1.55  -0.21
44 C -2.36 2.28 -0.51  -0.37
45 C -3.59 2.78 -0.92  -0.07
46 C -3.68 4.07 -1.44  -0.03
47 C -2.56 4.87 -1.51  -0.03
48 C -1.34 4.39 -1.05  -0.07
49 C -1.23 3.09 -0.57  -0.39
50 P 0.35 2.43 0.06  0.98
51 C 1.66 3.20 -1.01  -0.18
52 C 0.54 3.57 1.48  -0.22
53 H -4.40 0.09 -0.83  0.05
54 H -3.41 -1.38 -0.76  -0.01
55 H -3.16 -0.20 -2.07  0.05
56 H -4.19 1.12 1.28  0.06
57 H -2.82 1.09 2.39  0.04
58 H -3.54 -0.43 1.84  0.05
59 H -4.48 2.18 -0.87  0.10
60 H -4.63 4.43 -1.79  0.12
61 H -2.63 5.87 -1.92  0.12
62 H -0.47 5.04 -1.09  0.11
63 H 2.17 3.98 -0.44  0.06
64 H 1.23 3.64 -1.91  0.06
65 H 2.40 2.46 -1.31  0.03
66 H 0.51 4.58 1.09  0.06
67 H 1.51 3.41 1.96  0.06
68 H -0.26 3.46 2.21  0.05
69 C -3.60 -4.63 0.92  -0.34
70 S -2.32 -3.49 0.34  0.92
71 C -0.88 -4.46 0.36  -0.90
72 C 0.36 -3.92 0.14  -1.01
73 S 0.83 -2.30 -0.03  0.91
74 S 1.69 -5.08 0.06  0.97
75 C 0.74 -6.51 0.32  -1.44
76 S 1.36 -8.02 0.34  0.71
77 S -0.97 -6.18 0.58  0.99
78 H -4.56 -4.21 0.63  0.05
79 H -3.55 -4.72 2.00  0.06
80 H -3.47 -5.59 0.44  0.02

Its expectation value of S² is 3.8149. For the HOMO energy (spin up / spin down), the calculation gives -12.5788 / -12.8510 eV. As for the multiplicity: 4. The LUMO energy (spin up / spin down) comes out at -5.674 / -7.624 eV. The value obtained for the energy relative to the best compared isomer or geometry (same formula, charge and spin) is 28.1 kcal per mole. The total energy is -140272.7104 eV. Its charge is +2.